No. 1
DFT (ωB97M-V with the def2-TZVPD basis set) results for a molecular structure, C44H43BeBrN3O2P2S.

Summary:
Multiplicity: 1
LUMO energy: -2.77 eV
Strongest force on any atom: 0.7 eV Å⁻¹
Energy relative to the best compared isomer or geometry (same formula, charge and spin): 0.000 eV
Charge: +1

CARTESIAN COORDINATES (ANGSTROEM)
Be 0.17 0.04 -0.01
O 0.62 -0.56 5.11
C 1.65 -1.22 4.48
C 2.48 -1.99 5.28
C 3.53 -2.69 4.70
C 3.75 -2.63 3.34
C 2.91 -1.86 2.54
C 1.86 -1.15 3.10
C 0.95 -0.31 2.23
O 1.33 -0.27 0.91
N -0.45 -0.81 2.33
N -1.05 -0.82 1.11
C -2.17 -1.40 0.94
C -2.80 -1.47 -0.37
Br -1.64 -1.02 -1.80
C -4.08 -1.81 -0.55
C -4.85 -1.88 -1.79
C -6.16 -1.39 -1.79
C -6.92 -1.43 -2.94
C -6.39 -2.00 -4.10
C -5.11 -2.53 -4.09
C -4.34 -2.47 -2.94
H 0.15 0.01 4.49
H 2.30 -2.02 6.34
H 4.17 -3.29 5.33
H 4.57 -3.17 2.89
H 3.07 -1.78 1.48
H 0.92 0.72 2.63
H -0.55 -1.69 2.83
H -2.70 -1.86 1.76
H -4.63 -2.01 0.37
H -6.57 -0.96 -0.89
H -7.92 -1.03 -2.94
H -7.00 -2.05 -4.99
H -4.72 -2.99 -4.98
H -3.36 -2.91 -2.94
C 0.89 5.29 -5.76
S 1.83 5.75 -4.30
C 0.48 5.92 -3.11
C -0.07 4.58 -2.62
C 0.96 3.88 -1.73
N 0.57 2.53 -1.32
P 1.33 1.07 -1.74
C 1.21 0.83 -3.53
C 1.42 1.85 -4.46
C 1.32 1.57 -5.81
C 1.03 0.29 -6.25
C 0.84 -0.73 -5.33
C 0.93 -0.46 -3.97
C 3.09 1.33 -1.45
C 3.54 2.24 -0.50
C 4.89 2.34 -0.21
C 5.80 1.53 -0.86
C 5.36 0.62 -1.81
C 4.02 0.52 -2.11
P -0.56 2.18 -0.12
C -0.36 3.50 1.09
C 0.77 3.43 1.90
C 1.04 4.45 2.80
C 0.17 5.53 2.90
C -0.96 5.60 2.09
C -1.22 4.58 1.19
C -2.24 2.31 -0.78
C -3.31 2.20 0.12
C -4.61 2.12 -0.36
C -4.85 2.15 -1.72
C -3.79 2.26 -2.61
C -2.49 2.33 -2.14
H 1.60 5.15 -6.57
H 0.20 6.08 -6.04
H 0.34 4.36 -5.62
H -0.31 6.52 -3.56
H 0.87 6.50 -2.27
H -0.32 3.95 -3.47
H -0.99 4.74 -2.06
H 1.13 4.49 -0.84
H 1.91 3.81 -2.26
H 1.68 2.85 -4.14
H 1.49 2.37 -6.53
H 0.96 0.08 -7.31
H 0.63 -1.73 -5.67
H 0.80 -1.26 -3.26
H 2.83 2.88 0.02
H 5.22 3.06 0.52
H 6.85 1.61 -0.64
H 6.08 -0.02 -2.32
H 3.69 -0.19 -2.86
H 1.45 2.59 1.82
H 1.91 4.40 3.43
H 0.37 6.32 3.60
H -1.63 6.44 2.17
H -2.10 4.65 0.55
H -3.13 2.17 1.19
H -5.43 2.05 0.34
H -5.86 2.09 -2.09
H -3.98 2.27 -3.68
H -1.67 2.38 -2.84

No. 2
DFT (ωB97M-V with the def2-TZVPD basis set) results for C22H34N2O5 in the gas phase.

Summary:
Multiplicity: 1
LUMO energy: 0.66 eV
Strongest force on any atom: 0.3 eV Å⁻¹
Structure (SMILES): CCc1ccccc1OCCC(=O)N(C)C[C@H](C)NC(=O)COC[C@@H]1CCOC1
Energy relative to the best compared isomer or geometry (same formula, charge and spin): 0.192 eV
Charge: 0

CARTESIAN COORDINATES (ANGSTROEM)
C -3.66 -2.68 -3.92
C -3.40 -1.22 -3.55
C -4.22 -0.80 -2.37
C -5.47 -0.22 -2.54
C -6.27 0.13 -1.47
C -5.82 -0.11 -0.18
C -4.57 -0.68 0.03
C -3.77 -1.02 -1.06
O -2.53 -1.58 -0.93
C -2.00 -1.68 0.38
C -0.54 -2.14 0.32
C -0.21 -3.04 -0.86
O -0.35 -4.25 -0.77
N 0.32 -2.45 -1.97
C 0.38 -1.02 -2.22
C 0.87 -3.30 -3.01
C -0.14 -3.65 -4.12
C -0.86 -4.96 -3.85
N 0.52 -3.72 -5.42
C 0.89 -2.60 -6.09
O 0.74 -1.48 -5.63
C 1.49 -2.86 -7.47
O 2.05 -1.73 -8.05
C 3.27 -1.34 -7.44
C 3.78 -0.10 -8.15
C 4.16 -0.38 -9.61
C 5.61 -0.87 -9.51
O 6.08 -0.53 -8.21
C 5.14 0.32 -7.58
H -3.11 -2.97 -4.81
H -3.36 -3.34 -3.10
H -4.72 -2.84 -4.11
H -2.33 -1.08 -3.34
H -3.65 -0.58 -4.40
H -5.81 -0.04 -3.55
H -7.24 0.58 -1.63
H -6.43 0.15 0.67
H -4.24 -0.86 1.04
H -2.06 -0.71 0.89
H -2.60 -2.40 0.95
H 0.12 -1.28 0.35
H -0.34 -2.75 1.21
H -0.35 -0.49 -1.62
H 1.38 -0.63 -2.02
H 0.15 -0.84 -3.27
H 1.70 -2.74 -3.46
H 1.26 -4.21 -2.56
H -0.86 -2.83 -4.17
H -1.33 -4.93 -2.87
H -1.62 -5.15 -4.61
H -0.15 -5.79 -3.85
H 0.65 -4.62 -5.84
H 2.22 -3.68 -7.40
H 0.68 -3.19 -8.13
H 3.10 -1.11 -6.38
H 4.00 -2.15 -7.51
H 3.04 0.69 -8.06
H 3.49 -1.11 -10.06
H 4.10 0.54 -10.19
H 5.69 -1.96 -9.62
H 6.24 -0.41 -10.27
H 5.34 1.37 -7.82
H 5.23 0.18 -6.50

No. 3
DFT (ωB97M-V with the def2-TZVPD basis set) results for 5 unconnected molecules or ions with the total composition C34H50BrCl12F3N3O3 in a non-equilibrium geometry.

Summary:
Multiplicity: 1
LUMO energy: -3.52 eV
Strongest force on any atom: 5.1 eV Å⁻¹
Charge: +1

CARTESIAN COORDINATES (ANGSTROEM)
C -0.80 -4.87 0.31
C 0.16 -3.82 -0.03
C 0.45 -2.44 0.67
C -0.34 -1.09 0.35
C -1.94 -1.16 0.45
C -2.59 -2.30 1.37
C -3.61 -1.69 2.49
C -3.63 -2.53 3.86
O -3.93 -1.58 4.95
C 0.12 -0.08 1.62
N -0.87 0.01 2.71
C -0.58 -0.99 3.83
C -0.92 1.24 3.51
C -2.28 2.03 3.92
O 0.15 1.72 4.03
N 0.91 1.07 1.21
C 0.48 2.41 0.97
C -0.99 2.83 0.55
O -2.09 2.31 0.82
C -1.10 4.24 -0.26
C -0.43 5.44 0.50
C -0.37 6.87 -0.10
C -1.01 7.06 -1.51
C -1.70 5.86 -2.25
C -1.76 4.41 -1.64
C 2.06 0.55 0.42
C 3.38 1.45 0.42
Br 3.75 1.81 2.38
C 4.70 0.74 -0.17
C 5.55 -0.08 0.95
C 1.44 0.15 -1.01
F 2.27 -0.97 -1.47
C 1.57 1.36 -2.09
C 2.50 0.97 -3.37
F 3.90 1.22 -3.13
N 0.00 -0.38 -0.94
C -0.43 -0.87 -2.26
F -1.42 0.10 -2.78
C -1.05 -2.28 -2.57
C 0.07 -3.22 -3.31
H -1.85 -4.97 -0.13
H -0.44 -5.65 1.08
H 0.88 -4.14 -0.88
H 0.25 -2.65 1.79
H 1.60 -2.33 0.63
H -2.49 -1.30 -0.57
H -2.45 -0.18 0.79
H -1.89 -2.99 1.93
H -3.27 -2.99 0.73
H -4.68 -1.78 2.05
H -3.44 -0.57 2.68
H -4.48 -3.31 3.89
H -2.67 -3.11 4.08
H -3.18 -1.53 5.57
H 0.93 -0.68 2.21
H 0.46 -0.83 4.29
H -0.84 -2.06 3.57
H -1.32 -0.68 4.67
H -2.57 1.78 5.01
H -2.10 3.14 3.76
H -3.10 1.65 3.20
H 1.16 2.93 0.19
H 0.70 3.05 1.92
H 0.08 5.29 1.52
H 0.17 7.69 0.48
H -0.93 8.11 -1.96
H -2.13 6.07 -3.29
H -2.24 3.53 -2.18
H 2.51 -0.42 0.85
H 3.27 2.50 -0.02
H 4.52 0.01 -1.03
H 5.37 1.59 -0.58
H 6.23 -0.79 0.35
H 4.89 -0.76 1.60
H 6.26 0.59 1.55
H 0.55 1.65 -2.56
H 1.99 2.33 -1.70
H 2.19 1.72 -4.19
H 2.29 -0.07 -3.79
H -0.52 0.53 -0.82
H 0.38 -0.79 -3.09
H -1.62 -2.82 -1.76
H -1.83 -2.15 -3.42
H 1.09 -3.09 -2.76
H 0.23 -2.73 -4.35
H -0.24 -4.31 -3.37
C -2.99 -5.59 -4.54
Cl -1.34 -6.21 -4.61
Cl -3.63 -5.69 -2.89
Cl -3.05 -3.92 -5.12
H -3.61 -6.20 -5.19
C 5.98 -1.14 4.62
Cl 7.25 -0.57 3.53
Cl 4.58 -1.72 3.70
Cl 6.60 -2.41 5.68
H 5.66 -0.30 5.24
C 1.30 -5.00 -7.60
Cl 2.55 -4.79 -6.37
Cl 1.39 -6.62 -8.32
Cl -0.31 -4.72 -6.91
H 1.46 -4.27 -8.39
C -3.91 7.80 1.25
Cl -2.44 6.82 1.45
Cl -3.55 9.51 1.51
Cl -4.60 7.55 -0.36
H -4.64 7.48 1.99

No. 4
DFT (ωB97M-V with the def2-TZVPD basis set) results for 2 unconnected molecules or ions with the total composition C5H10N2 in a non-equilibrium geometry.

Summary:
Multiplicity: 1
LUMO energy: 1.01 eV
Strongest force on any atom: 4.1 eV Å⁻¹
Energy relative to the best compared isomer or geometry (same formula, charge and spin): 5.668 eV
Charge: 0

CARTESIAN COORDINATES (ANGSTROEM)
C 0.86 1.80 0.10
C 1.33 0.61 -0.70
N 1.82 -0.61 -0.07
C 0.55 -0.66 -0.80
C -0.77 -0.70 -0.13
C -1.92 -1.57 0.37
N -1.00 -0.85 1.21
H 1.71 2.33 0.55
H 0.16 1.53 0.90
H 0.34 2.51 -0.56
H 1.90 0.88 -1.59
H 1.64 -0.59 0.94
H 0.59 -1.21 -1.73
H -1.78 0.14 -0.79
H -2.59 -0.78 -0.29
H -1.84 -2.65 0.60
H -1.01 -0.19 1.99

No. 5
DFT (ωB97M-V with the def2-TZVPD basis set) results for a molecular structure, C7H5N2 in a non-equilibrium geometry.

Summary:
Multiplicity: 1
LUMO energy: -6.11 eV
Strongest force on any atom: 5.3 eV Å⁻¹
Energy relative to the best compared isomer or geometry (same formula, charge and spin): 0.871 eV
Charge: +1

CARTESIAN COORDINATES (ANGSTROEM)
C 2.24 -0.80 0.35
C 1.16 -1.38 0.16
C 2.51 0.46 -0.04
C -1.43 -0.97 0.17
C -1.91 0.27 0.33
C 0.24 0.80 -0.22
C -0.07 -1.14 -0.42
N 1.43 1.20 -0.18
N -0.94 1.26 0.23
H 3.37 0.99 -0.31
H -2.12 -1.76 0.30
H -2.84 0.45 0.63
H -0.38 -1.61 -1.43
H -1.24 2.23 0.44

No. 6
DFT (ωB97M-V with the def2-TZVPD basis set) results for a molecular structure, C17H38N6O9V in a non-equilibrium geometry.

Summary:
Multiplicity: 3
<S²>: 2.230
LUMO energy (spin up / spin down): -5.02 / -4.40 eV
Strongest force on any atom: 16.2 eV Å⁻¹
Charge: +1

CARTESIAN COORDINATES (ANGSTROEM)
V 1.43 3.26 27.20
C -0.50 2.86 25.78
O -0.65 3.36 26.91
O 0.30 3.65 25.33
O 0.29 1.96 26.02
C 0.23 7.18 26.52
C 1.59 6.57 26.56
O 1.72 5.34 26.83
N 2.67 7.36 26.31
C 4.06 6.87 26.29
H -0.51 6.39 26.38
H 0.13 7.69 25.56
H 0.08 7.87 27.35
H 2.54 8.33 26.07
H 4.73 7.40 26.97
H 4.55 7.00 25.33
H 4.18 5.82 26.56
C 0.55 6.45 30.35
C 0.26 4.99 29.98
O 0.77 4.34 29.09
N -0.63 4.44 30.81
C -1.28 3.09 30.64
H 1.62 6.60 30.23
H 0.36 6.57 31.42
H -0.08 7.08 29.72
H -1.03 5.03 31.53
H -1.35 2.76 29.60
H -2.33 3.11 30.95
H -0.73 2.33 31.19
C 5.63 3.34 25.52
C 4.10 3.04 25.08
O 3.11 3.10 25.85
N 3.94 2.73 23.81
C 2.70 2.68 22.99
H 5.90 2.70 26.36
H 5.77 4.39 25.78
H 6.27 3.18 24.65
H 4.78 2.43 23.35
H 1.74 3.08 23.34
H 2.46 1.63 22.81
H 2.77 3.26 22.07
C 2.54 6.47 22.85
C 1.04 6.81 22.75
O 0.74 7.80 22.07
N 0.09 6.07 23.45
C -1.30 6.45 23.35
H 3.08 7.38 23.09
H 2.83 6.19 21.84
H 2.69 5.58 23.47
H 0.33 5.33 24.09
H -1.68 6.13 22.38
H -1.50 7.51 23.43
H -1.78 5.88 24.15
O -4.56 3.11 27.79
C -4.24 4.24 28.10
N -2.97 4.63 28.06
C -5.32 5.29 28.49
H -2.36 3.88 27.79
H -2.79 5.62 27.96
H -4.99 6.33 28.36
H -5.67 5.21 29.51
H -6.19 5.16 27.85
O -0.63 -2.51 24.22
C -0.64 -1.33 24.35
N 0.30 -0.62 24.91
C -1.94 -0.53 23.97
H 1.06 -1.15 25.31
H 0.16 0.33 25.22
H -1.69 0.41 23.49
H -2.54 -0.17 24.81
H -2.61 -1.18 23.41

No. 7
DFT (ωB97M-V with the def2-TZVPD basis set) results for 11 unconnected molecules or ions with the total composition C21H64N8O11 in a non-equilibrium geometry.

Summary:
Multiplicity: 1
LUMO energy: 0.23 eV
Strongest force on any atom: 4.6 eV Å⁻¹
Structure (SMILES): NC(N)=O.NC(N)=O.NC(N)=O.NC(N)=O.CC(C)O.CC(C)O.CC(C)O.CCO.CCO.CCO.CCO
Energy relative to the best compared isomer or geometry (same formula, charge and spin): 0.000 eV
Charge: 0

CARTESIAN COORDINATES (ANGSTROEM)
C -8.24 -16.74 18.43
C -7.54 -15.81 17.43
C -6.19 -15.29 17.94
O -7.40 -16.46 16.19
H -8.39 -16.20 19.37
H -7.61 -17.59 18.66
H -9.20 -17.08 18.09
H -8.15 -14.92 17.28
H -5.39 -16.02 18.10
H -6.31 -14.69 18.85
H -5.80 -14.61 17.16
H -6.67 -17.06 16.09
C -3.35 -14.55 8.38
C -4.18 -14.91 9.59
C -4.88 -16.28 9.41
O -3.32 -14.88 10.73
H -4.05 -14.45 7.53
H -2.55 -15.29 8.17
H -2.94 -13.53 8.43
H -5.00 -14.18 9.75
H -4.13 -17.12 9.45
H -5.22 -16.28 8.37
H -5.64 -16.42 10.15
H -2.47 -15.19 10.40
C -8.21 -14.53 6.69
C -8.32 -14.39 8.19
C -8.83 -12.99 8.56
O -9.18 -15.30 8.81
H -7.99 -15.57 6.46
H -7.44 -13.84 6.35
H -9.13 -14.27 6.16
H -7.36 -14.47 8.70
H -9.78 -12.73 8.01
H -8.09 -12.27 8.24
H -9.01 -12.89 9.64
H -8.95 -16.17 8.44
C -9.72 -10.28 11.66
C -10.56 -10.87 10.49
O -10.16 -10.27 9.30
H -8.66 -10.47 11.46
H -10.00 -10.80 12.60
H -9.82 -9.21 11.68
H -11.59 -10.60 10.56
H -10.42 -11.94 10.43
H -9.19 -10.33 9.26
C -4.47 -10.71 11.00
C -4.94 -11.21 9.62
O -6.34 -11.39 9.68
H -4.94 -9.77 11.30
H -3.40 -10.51 10.98
H -4.60 -11.58 11.68
H -4.39 -12.14 9.35
H -4.74 -10.47 8.83
H -6.51 -11.96 10.43
C -4.82 -17.22 13.75
C -4.27 -18.09 14.89
O -5.27 -18.45 15.85
H -5.02 -16.27 14.20
H -5.80 -17.53 13.32
H -4.14 -17.16 12.89
H -3.48 -17.47 15.31
H -3.90 -19.05 14.54
H -4.79 -18.58 16.70
C -6.72 -10.62 14.11
C -6.43 -10.86 15.58
O -5.50 -11.94 15.63
H -7.21 -11.53 13.70
H -5.76 -10.48 13.59
H -7.38 -9.77 13.96
H -7.34 -11.19 16.10
H -6.03 -9.97 16.06
H -5.27 -12.15 16.55
C -11.33 -15.63 12.00
O -11.30 -15.40 13.20
N -11.50 -14.60 11.15
N -11.17 -16.87 11.57
H -11.07 -14.73 10.25
H -11.22 -13.82 11.68
H -11.13 -17.62 12.23
H -11.55 -17.02 10.68
C -2.31 -13.25 14.43
O -1.20 -13.62 14.18
N -3.33 -13.93 13.83
N -2.55 -12.33 15.40
H -3.09 -14.35 12.91
H -4.26 -13.76 14.17
H -3.32 -11.71 15.27
H -1.69 -11.82 15.51
C -9.34 -18.68 14.01
O -10.14 -19.18 13.22
N -9.23 -17.38 14.27
N -8.48 -19.47 14.63
H -8.76 -17.01 15.05
H -9.98 -16.76 14.00
H -7.91 -19.10 15.36
H -8.54 -20.44 14.33
C -7.20 -14.49 12.34
O -6.76 -13.60 11.58
N -7.13 -14.34 13.62
N -7.81 -15.54 11.81
H -6.92 -13.40 13.90
H -7.59 -14.94 14.30
H -7.98 -15.56 10.81
H -8.22 -16.28 12.40